The following is a quantum chemistry calculation of a molecular structure, C42H41MnNO3P2S at a distorted geometry, from the Open Molecules 2025 dataset.

XYZ file:
```
91
Properties=species:S:1:pos:R:3:forces:R:3:mulliken_charge:R:1
Mn -3.20298 -1.04437 1.88883 3.0 2.1 2.6 0.176
S 3.88315 -1.33004 -0.26278 0.5 1.1 -1.7 1.121
P -0.78807 -1.47762 -1.00287 0.6 -1.0 1.1 1.149
P 0.29361 2.40884 0.94732 -0.5 1.5 0.3 2.142
O 4.06474 -2.72711 -0.57302 -0.4 0.1 0.4 -0.713
O 3.56051 -0.97527 1.10614 -0.3 -0.1 0.1 -0.657
O 2.74365 1.29262 -2.64891 0.6 -0.9 0.7 -0.778
N 2.88133 -0.59278 -1.30806 -1.2 0.3 0.5 -0.005
C 2.04982 2.33521 0.71642 0.4 -0.5 -0.1 -1.241
C -0.29735 4.03770 0.45127 -0.1 0.3 -0.1 0.046
C 5.27619 -0.41032 -0.83457 1.2 -0.2 0.3 0.353
C -0.36717 -1.62324 -2.75019 -0.8 0.1 -0.8 0.576
C -4.64847 -0.00226 1.11567 -1.2 -0.3 0.2 0.174
C -0.69293 1.17763 0.08193 0.1 -1.2 -0.6 -0.380
C 1.33828 -1.93650 -4.45499 -0.4 0.1 0.0 -0.538
C 5.84740 1.30754 -2.42223 -0.2 -0.3 0.2 -0.641
C -4.86564 -0.49508 -0.31873 -0.2 0.3 0.0 -1.490
C 6.60311 -0.58345 -0.45267 -0.1 0.4 -0.2 -0.679
C -0.11877 0.08627 -0.46089 -0.1 1.3 0.2 0.347
C 1.09164 -4.96414 -0.06833 -0.3 0.1 -0.1 -0.807
C -0.80034 4.94667 1.39438 -0.1 0.0 -0.1 -0.261
C 0.39165 -1.66811 -5.44812 0.0 0.0 0.3 -0.735
C 0.34061 -3.98717 -0.72161 -0.1 0.0 0.0 -0.510
C -1.51882 2.27499 3.02113 -0.1 -0.2 0.1 -0.679
C 0.31124 1.26626 4.87582 -0.1 0.1 0.0 -0.719
C 1.61374 -3.38764 1.69296 -0.4 -0.1 0.1 -0.471
C -1.31054 -1.32456 -3.75041 0.2 -0.1 -0.2 -0.582
C 4.88952 0.49373 -1.80767 0.8 0.5 0.0 0.028
C 0.75236 1.61939 3.59765 -0.2 0.2 -0.1 -0.468
C -0.74291 5.62710 -1.32318 0.0 -0.1 0.2 -0.704
C 0.95657 -1.92982 -3.11626 0.1 -0.2 0.6 -0.111
C -5.05750 -0.79412 2.27194 -0.5 1.2 -0.4 -0.934
C 3.41203 0.46236 -2.00672 -0.7 -0.2 0.3 0.220
C 0.82070 -2.42045 1.07444 0.0 -0.2 0.1 -0.453
C -0.23978 4.39139 -0.90941 -0.2 0.0 0.2 -0.576
C -3.54999 -0.81041 -1.04272 -0.4 0.3 -0.7 -0.428
C -0.92960 -1.36828 -5.09354 -0.1 0.0 0.1 -0.759
C 7.56871 0.23276 -1.06278 -0.4 -0.1 -0.1 -0.602
C -0.16521 2.14005 2.67145 0.0 -0.5 0.1 0.222
C 7.18760 1.16805 -2.04460 -0.1 -0.2 0.3 -0.489
C -2.59614 -1.85639 -0.41037 0.6 -0.7 -2.1 0.212
C -1.95185 1.91766 4.29796 0.1 -0.1 -0.2 -0.995
C -4.37927 -3.06391 1.17614 -0.2 -1.8 -0.8 -1.550
C -2.95129 -2.56327 0.92502 0.7 -1.0 -1.1 0.045
C 1.70985 -4.67144 1.14682 0.1 0.2 0.0 -0.656
C 0.19946 -2.71690 -0.14350 0.0 0.0 0.1 0.853
C -1.29121 6.51350 -0.38631 0.0 -0.3 0.1 -0.507
C -1.31444 6.17310 0.96966 0.1 -0.1 -0.1 -0.696
C -1.03405 1.42215 5.23077 0.2 -0.1 -0.2 -0.596
C -5.35670 -2.26709 2.10736 -1.1 0.0 0.0 -0.617
H -1.78364 1.32367 0.08627 0.4 0.0 0.4 0.127
H 2.28821 2.36334 -0.35773 -0.1 0.0 0.1 0.267
H 0.96304 0.10338 -0.69348 0.2 -0.4 0.3 -0.612
H -2.33424 -1.06826 -3.47830 0.3 0.0 -0.2 0.120
H -4.29658 -4.06623 1.62959 0.1 0.4 -0.2 0.367
H -1.66966 -1.16648 -5.87111 0.3 0.0 0.3 0.441
H 5.52506 2.01152 -3.18873 0.2 -0.1 0.2 0.511
H 2.50382 3.20791 1.21277 -0.3 -0.2 -0.1 0.529
H -2.15481 -3.24160 1.27549 -0.2 0.3 -0.1 1.192
H -0.14987 -4.20627 -1.67347 0.3 0.0 0.2 0.512
H -6.35325 -2.37342 1.64928 0.2 0.0 0.2 0.335
H -5.34830 -0.30582 3.21137 0.1 -0.2 -0.4 0.555
H 2.37723 -2.14803 -4.70579 -0.3 0.0 0.1 0.491
H -3.01169 0.13522 -1.22309 -0.2 -0.2 0.2 0.617
H 6.84687 -1.33430 0.29618 0.1 0.2 -0.2 0.488
H -5.36085 0.31798 -0.88413 0.1 -0.5 0.2 0.546
H 2.27272 -5.44487 1.67608 -0.1 0.3 -0.3 0.405
H 2.13216 -3.13787 2.61625 -0.1 -0.1 -0.2 0.424
H 7.95420 1.78824 -2.51038 -0.2 -0.2 0.1 0.408
H -1.71078 7.46575 -0.71190 0.2 -0.3 0.1 0.408
H -3.00534 2.02475 4.55658 0.3 0.1 0.0 0.527
H 0.68650 -1.69529 -6.49773 -0.1 0.0 0.3 0.411
H -0.71688 5.89553 -2.37967 0.0 -0.1 0.3 0.427
H 2.45380 1.40803 1.14553 0.1 0.1 -0.2 0.413
H 1.18294 -5.95253 -0.51600 0.0 0.2 0.1 0.453
H 0.19678 3.69335 -1.62870 -0.2 0.2 0.1 0.476
H -3.79885 -1.16974 -2.05379 0.0 0.2 0.3 0.377
H 0.68241 -1.44233 1.54146 0.3 -0.2 -0.2 0.217
H -0.79789 4.68843 2.45410 -0.1 0.2 -0.3 0.456
H -1.37043 1.14597 6.22980 0.1 0.1 -0.2 0.447
H -2.23929 2.66691 2.29617 0.2 -0.1 0.2 0.684
H -5.45179 -2.76345 3.08976 0.3 0.3 -0.4 0.499
H -1.74156 6.85398 1.70678 0.2 -0.1 -0.2 0.412
H 1.69909 -2.12147 -2.34158 -0.2 0.0 -0.3 0.115
H 8.61638 0.12653 -0.77699 -0.3 0.1 -0.1 0.405
H -4.87628 -3.25647 0.21031 0.2 0.2 0.3 0.444
H 1.80097 1.50277 3.31817 -0.3 0.0 0.2 0.425
H -4.49340 1.08569 1.21265 -0.3 -0.5 0.2 0.703
H -5.54964 -1.36035 -0.33492 0.3 0.5 0.0 0.355
H 1.02081 0.85985 5.59729 -0.2 0.2 -0.2 0.470
H -2.60442 -2.71723 -1.11998 -0.4 0.0 0.3 0.517
```
Forces are in eV/Å.

Summary:
energy = -112565.1267 eV
2S+1 = 4
M = 756.75 u
expectation value of S² = 4.091
net charge = +2
gap between HOMO and LUMO (spin up / spin down) = 4.723 / 5.574 eV

=====

The following is a quantum chemistry calculation of a molecular structure, C42H42AsF6N2O5PtS, from the Open Molecules 2025 dataset.

XYZ file:
```
100
Properties=species:S:1:pos:R:3:forces:R:3:mulliken_charge:R:1
Pt -0.67073 0.39748 -1.44536 -0.2 0.1 0.3 3.744
As 0.88173 3.50681 -2.93660 0.0 -0.1 0.0 2.200
S 1.28528 -0.71357 -1.99568 0.0 -0.1 0.0 -0.968
F 2.20727 2.42924 -3.20344 0.1 -0.1 -0.1 -0.411
F 0.29145 2.25914 -1.69481 0.0 0.1 0.4 -0.843
F 1.74903 4.22107 -1.64053 0.0 0.0 0.0 -0.465
F 1.43728 4.63335 -4.09008 0.0 0.0 0.0 -0.475
F -0.04238 2.61817 -4.09582 0.0 0.0 -0.1 -0.472
F -0.51326 4.42769 -2.53911 0.0 0.0 0.0 -0.468
O -2.66918 -0.83928 2.91918 0.0 0.0 0.0 -0.372
O -0.14428 0.42827 0.64680 0.3 0.0 0.0 -3.273
O 2.81337 2.70856 1.10221 0.0 0.0 0.0 -0.486
O -4.24588 -1.08035 1.29107 0.0 0.0 0.0 -0.338
O -1.66116 -1.24839 -1.24624 0.0 -0.1 -0.1 -1.105
N 2.44062 0.95470 -0.25593 -0.1 -0.1 0.3 1.786
N 3.79199 0.06323 -1.93269 0.0 0.0 0.0 0.356
C -2.71425 1.07287 -2.38406 0.0 -0.1 -0.1 -0.199
C -5.92473 -3.29056 -2.76097 0.0 0.0 0.0 -0.531
C 0.26836 -0.43024 4.10932 0.0 0.0 0.0 -0.253
C -5.34438 -1.31613 -1.51735 0.0 0.0 0.0 -0.037
C 0.01774 -1.83285 1.62755 0.0 0.0 0.0 0.152
C 4.11954 -0.80349 -3.06400 0.0 -0.1 0.0 -0.704
C 2.61109 0.19113 -1.35381 0.0 -0.1 -0.1 1.055
C 6.97821 2.52673 0.01336 0.0 0.0 0.0 -0.728
C -0.12432 1.66836 3.01980 0.0 0.0 0.0 -0.304
C -2.95678 -0.86952 -0.78799 0.0 0.0 -0.1 1.992
C -6.29672 -2.10261 -2.14534 0.0 0.0 0.0 -1.021
C -2.83308 2.43003 -2.73137 0.1 0.0 0.0 -0.714
C -4.88188 0.06302 3.28698 0.0 0.0 0.0 -1.726
C 4.77956 1.63395 0.36898 0.0 0.0 0.0 -0.195
C -0.12359 0.27647 2.97778 0.0 0.0 0.0 0.344
C 4.82646 1.05015 -4.67386 0.0 0.0 0.0 -0.925
C 6.70657 0.25190 0.75880 0.0 0.0 0.0 -0.716
C -0.58660 -0.42862 1.68535 0.0 0.0 0.0 2.264
C -4.05987 -1.07124 2.70838 0.0 0.0 0.0 1.225
C -4.01014 -1.70948 -1.49922 0.0 0.0 0.0 -0.791
C 5.32931 0.41076 0.74550 0.0 0.0 0.0 0.455
C -3.87723 2.85687 -0.61663 0.0 0.0 -0.1 -1.069
C 1.34197 -1.97775 1.23041 0.0 0.0 0.0 -0.285
C -3.12571 0.61608 -1.11462 0.0 0.1 0.0 -0.669
C -0.65198 -2.96842 2.07569 0.0 0.0 0.0 -0.194
C -3.75314 1.53446 -0.25572 0.1 0.1 0.0 -0.078
C -4.59642 -3.68592 -2.74325 0.0 0.0 0.0 -0.972
C 0.64987 1.62859 5.29664 0.0 0.0 0.0 -0.614
C -3.63997 -2.89847 -2.11464 0.0 0.0 0.0 -0.389
C -2.12386 -0.37617 1.68631 0.0 0.0 0.0 -1.810
C 3.30291 1.84710 0.42661 0.0 0.0 0.0 0.365
C 1.26824 -4.34828 1.61520 0.0 0.0 0.0 -0.832
C -2.95351 -1.20704 0.70735 0.0 0.0 -0.1 0.349
C 5.22923 -0.20796 -3.91893 0.0 0.0 0.1 -0.694
C -3.38569 3.31866 -1.84434 0.0 0.0 0.0 -0.613
C -4.41432 -2.42081 3.29925 0.0 0.0 0.0 -1.713
C 0.26352 2.33929 4.16986 0.0 0.0 0.0 -0.968
C 7.52884 1.30656 0.38257 0.0 0.0 0.0 -0.478
C -0.03771 -4.21427 2.05868 0.0 0.0 0.0 -1.182
C 0.64913 0.24220 5.26227 0.0 0.0 0.0 -1.034
C 5.60206 2.69866 0.02009 0.0 0.0 0.0 -0.508
C 1.96198 -3.21650 1.21250 0.0 0.0 0.0 -0.841
H 0.27293 3.42182 4.17894 0.0 0.0 0.0 0.453
H -5.64287 -0.39440 -1.03355 0.0 0.0 0.0 0.384
H 5.66357 1.43635 -5.25534 0.0 0.0 0.0 0.394
H 0.94993 -0.32340 6.13537 0.0 0.0 0.0 0.446
H 5.54840 -0.98675 -4.61503 0.0 0.0 0.0 0.401
H -4.07094 -2.47173 4.33261 0.0 0.0 0.0 0.355
H 1.74577 -5.31963 1.60136 0.0 0.0 0.0 0.393
H 5.15475 3.64753 -0.24682 0.0 0.0 0.0 0.530
H 0.95527 2.15212 6.19378 0.0 0.0 0.0 0.394
H 0.27578 -1.51191 4.09843 0.0 0.0 0.0 0.484
H -4.29855 -4.60957 -3.22314 0.0 0.0 0.0 0.433
H -3.45747 4.36644 -2.10196 0.0 0.0 0.0 0.448
H -2.47349 2.75944 -3.69657 0.0 0.0 0.0 0.462
H 4.43771 -1.77206 -2.66824 -0.1 0.0 0.0 0.312
H 6.09522 -0.00418 -3.27845 0.0 0.0 0.0 0.321
H 1.89612 -1.09571 0.95348 0.1 0.0 0.0 0.410
H 4.58386 0.46053 -1.44725 0.0 0.1 -0.1 -0.186
H -2.60083 -3.19866 -2.10629 0.0 0.0 0.0 0.528
H -6.66867 -3.90322 -3.25386 0.0 0.0 0.0 0.404
H -2.62245 -2.24916 0.73633 0.0 0.0 0.0 1.243
H -4.16506 1.18564 0.67831 0.0 0.0 0.0 0.560
H 3.21343 -0.96380 -3.64587 0.0 0.1 0.0 0.510
H 1.50981 0.89205 0.19644 -0.2 0.1 -0.2 -0.724
H -0.40401 2.22800 2.13744 0.0 0.0 0.0 0.365
H 4.00339 0.84701 -5.36110 0.0 0.0 0.0 0.292
H -2.34268 0.68835 1.56547 0.0 0.0 0.0 0.826
H 7.62159 3.34820 -0.27242 0.0 0.0 0.0 0.421
H 7.13762 -0.69138 1.06749 0.0 0.0 0.0 0.452
H 4.49694 1.83505 -3.99565 0.0 0.0 0.0 0.110
H 4.67943 -0.40633 1.04033 0.0 0.0 0.0 0.473
H -4.36048 3.54862 0.06157 0.0 0.0 0.0 0.494
H -5.49340 -2.57231 3.27291 0.0 0.0 0.0 0.427
H -3.93775 -3.21557 2.72463 0.0 0.0 0.0 0.341
H -5.91202 -0.01001 2.93712 0.0 0.0 0.0 0.357
H -4.46310 1.02125 2.97699 0.0 0.0 0.0 0.306
H 8.60351 1.17861 0.38527 0.0 0.0 0.0 0.414
H -1.65027 -2.88039 2.47669 0.0 0.0 0.0 0.537
H -0.58477 -5.08238 2.40499 0.0 0.0 0.0 0.487
H -2.45589 0.35950 -3.16480 -0.1 0.0 0.0 0.650
H 2.99287 -3.29947 0.88770 0.0 0.0 0.0 0.432
H -7.33222 -1.78690 -2.15516 0.0 0.0 0.0 0.416
H -4.87080 0.01879 4.37574 0.0 0.0 0.0 0.425
```
Forces are in eV/Å.

Summary:
energy = -148681.8784 eV
2S+1 = 2
M = 1070.86 u
expectation value of S² = 0.758
net charge = 0
energy relative to the best compared isomer or geometry (same formula, charge and spin) = 0.0 kcal per mole
gap between HOMO and LUMO (spin up / spin down) = 7.463 / 7.038 eV

=====

The following is a quantum chemistry calculation of a molecular structure, C42H43ClP2Pt at a distorted geometry, from the Open Molecules 2025 dataset.

XYZ file:
```
89
Properties=species:S:1:pos:R:3:forces:R:3:mulliken_charge:R:1
Pt 0.41293 0.27220 2.02155 0.0 0.0 2.8 1.490
Cl 0.20504 -2.96897 3.43775 0.0 -0.2 -0.4 -0.110
P 1.65315 -0.17932 0.18649 -1.1 0.4 -2.5 0.982
P -1.24238 1.06322 0.76332 0.6 0.5 -2.7 0.357
C -3.45323 4.45657 1.53267 0.2 0.1 0.0 -0.606
C 2.07392 -0.23958 5.68608 -0.3 -0.3 0.1 -0.497
C 0.44391 0.95533 -5.40576 0.0 0.3 0.2 -0.659
C 4.25935 0.52128 0.99498 0.1 0.2 -0.5 -0.233
C -1.92366 1.24412 -4.46039 -0.5 -0.1 0.2 -0.092
C 0.89356 -2.12965 4.76570 0.3 0.3 1.2 0.775
C -2.71947 0.00506 0.67147 -0.4 -0.3 0.4 0.470
C 0.63678 0.48869 -1.13584 3.1 -1.8 -0.1 -0.599
C -4.33559 -1.43044 1.76766 0.3 0.1 0.0 -0.661
C -2.45443 5.39220 1.82796 -0.2 -0.3 0.0 -0.504
C -0.50869 1.16070 -0.86670 -2.9 1.6 1.3 -1.046
C 0.65061 -2.76857 0.04777 0.3 -0.2 0.0 -0.477
C -1.00118 1.45790 -5.62607 0.3 0.3 -0.3 -1.079
C 2.94112 -3.89921 -1.08139 -0.2 0.0 0.0 -0.687
C 3.71861 0.99344 -1.32326 0.4 0.0 0.4 -0.336
C -1.11272 5.00137 1.85585 0.0 -0.3 -0.2 -0.653
C -0.20624 -1.45493 -5.00301 0.5 0.0 0.1 -0.391
C -3.12888 -0.72196 1.80365 -0.4 0.2 -0.5 -0.125
C 5.89934 1.57740 -0.43719 0.0 0.0 0.0 -0.494
C -3.43900 -0.09737 -0.52967 -0.3 0.0 0.4 -0.317
C -2.74491 -1.07177 -5.06722 0.1 -0.4 0.0 -0.788
C -5.08754 -1.46734 0.59262 0.0 0.1 -0.1 -0.544
C -0.78346 0.87538 3.64285 -0.7 0.4 0.2 -1.792
C 5.52066 1.09910 0.81636 -0.1 -0.1 0.0 -0.819
C 2.93707 -2.54684 -0.73168 -0.3 -0.1 0.2 -0.563
C 0.68058 -4.12868 -0.26071 -0.1 0.2 -0.1 -0.779
C -0.76240 3.68843 1.53111 -0.4 0.1 0.1 -0.375
C -1.76046 2.75739 1.19780 -0.5 0.1 0.2 0.185
C -1.46041 -1.47307 -5.83210 -0.4 -0.2 -0.2 -0.901
C 1.78709 -1.97377 -0.16513 0.4 -0.2 -0.1 0.540
C 1.10042 -1.89493 7.16373 0.0 0.0 -0.3 -0.436
C 0.60724 -0.41406 -4.80145 0.0 -0.5 -0.5 -0.308
C 1.80150 -0.70299 6.96884 0.2 0.1 0.0 -0.762
C 5.00769 1.50682 -1.51008 -0.3 -0.2 0.2 -0.642
C 1.65635 -0.96397 4.56125 -0.8 0.1 -0.6 -0.103
C 0.64015 -2.60866 6.05561 0.2 0.4 -0.3 -0.569
C -3.11157 3.13728 1.22479 0.4 0.1 0.0 -0.214
C -2.67857 0.16606 -4.22226 -0.1 0.7 -0.4 -0.297
C 3.33334 0.49492 -0.06308 0.7 -0.1 0.0 0.084
C -4.63076 -0.82778 -0.56740 0.3 0.0 0.3 -0.296
C 1.81191 -4.69198 -0.85367 0.2 0.2 0.0 -0.597
C 1.97650 -0.46765 3.19458 1.4 -0.9 0.7 -1.413
H -0.18874 -4.74748 -0.03725 0.2 0.1 -0.2 0.448
H -3.56594 -0.98221 -5.80072 0.2 0.0 0.2 0.309
H -1.66509 1.47579 3.36301 0.3 -0.3 0.4 0.555
H 5.31112 1.85636 -2.49534 -0.1 0.0 0.2 0.419
H -3.88439 2.39677 1.00924 0.2 0.2 0.0 0.379
H 0.06474 -3.51989 6.16554 0.0 0.1 0.1 0.434
H 3.99936 0.08016 1.95291 0.2 0.2 -0.3 0.466
H 2.60410 0.69865 5.52663 -0.1 -0.2 0.1 0.400
H -5.20330 -0.89232 -1.49331 0.1 0.0 0.2 0.452
H -4.50357 4.74934 1.54447 0.3 0.0 0.0 0.394
H 0.05394 -2.43010 -4.57833 0.0 0.4 0.1 0.371
H 6.89629 2.00120 -0.58008 -0.3 -0.1 0.0 0.363
H -1.10196 -0.02082 4.20395 0.1 0.3 -0.2 0.412
H -3.00992 -1.91665 -4.41152 0.0 0.2 -0.1 0.321
H 3.82300 -1.93175 -0.89662 -0.2 -0.2 0.0 0.372
H 1.81798 -5.74619 -1.13641 0.0 0.3 0.1 0.387
H -0.25424 -2.31605 0.45921 0.2 -0.1 -0.1 0.468
H 3.01241 0.97799 -2.15079 0.1 0.0 0.2 0.345
H 0.98584 0.31785 -2.15822 -0.2 0.1 0.3 -0.051
H -2.72614 6.42556 2.04364 0.1 -0.3 0.0 0.366
H -1.99732 2.10864 -3.79380 -0.1 -0.4 0.0 0.458
H 2.60633 0.42376 3.29674 -0.1 0.0 -0.2 0.581
H -6.03621 -2.00529 0.57452 0.3 0.1 0.0 0.364
H -0.33358 5.71361 2.12939 -0.2 -0.1 -0.1 0.400
H 3.83520 -4.33530 -1.52558 -0.2 0.1 0.1 0.417
H 2.14769 -0.12182 7.82203 -0.1 -0.2 -0.1 0.372
H -0.92302 2.54677 -5.77918 -0.1 -0.3 -0.1 0.418
H -1.40296 1.04695 -6.56238 0.0 0.1 0.4 0.344
H -1.61817 -2.51470 -6.15666 0.1 0.3 -0.1 0.439
H -3.41384 0.19195 -3.41277 0.4 0.1 -0.1 0.433
H 6.20709 1.16620 1.66361 -0.2 -0.1 -0.3 0.391
H 0.89190 -2.26152 8.17099 0.1 0.1 -0.3 0.376
H 1.54463 -0.56320 -4.25105 -0.4 -0.1 0.0 0.514
H 0.94257 1.67835 -4.74091 0.0 -0.2 -0.2 0.280
H -1.37053 -0.87686 -6.75005 0.1 -0.2 0.3 0.350
H -1.03183 1.76214 -1.61334 0.2 -0.2 0.1 0.592
H 0.97384 1.00636 -6.37333 0.0 0.0 0.3 0.339
H -4.68152 -1.94886 2.66460 0.1 0.1 -0.3 0.404
H -0.12494 1.49718 4.27491 -0.1 -0.2 -0.3 0.467
H -2.51091 -0.70531 2.70011 -0.3 0.0 -0.2 0.219
H -3.05937 0.39874 -1.42133 -0.1 -0.1 0.3 0.010
H 2.50438 -1.24778 2.63187 -0.1 0.1 0.1 0.799
H 0.28182 3.37235 1.55324 -0.2 0.1 -0.1 0.309
```
Forces are in eV/Å.

Summary:
energy = -78594.5558 eV
2S+1 = 3
M = 840.28 u
expectation value of S² = 2.015
net charge = 0
gap between HOMO and LUMO (spin up / spin down) = 4.714 / 5.146 eV